# 1
This record from the OMol25 dataset describes a molecular structure, C28H46CuGe2Sb2. The level of theory is ωB97M-V/def2-TZVPD.

Last column: Löwdin charge in e.
Geometry (Å):
Cu  -0.34275  -0.33280  0.18544  -0.15
C  0.23882  -3.62036  -2.22468  -0.28
Sb  -1.08695  -2.57982  -0.94474  1.39
C  -2.82372  -2.52831  -2.15610  -0.28
C  -1.73116  -4.25901  0.29530  -0.27
C  -0.63415  -4.90396  1.03693  -0.24
C  0.11779  -5.90742  0.43589  -0.02
C  1.15947  -6.52108  1.10493  0.02
C  1.49516  -6.15246  2.42793  -0.01
C  0.77851  -5.17653  3.04947  -0.02
C  -0.30859  -4.52752  2.39299  -0.24
C  -1.04476  -3.53556  3.10628  -0.18
Sb  -0.05793  -1.47344  2.75456  1.43
C  -0.66237  -0.72732  4.64359  -0.29
C  1.92734  -2.04701  3.23612  -0.28
H  -0.26107  -4.49847  -2.63088  0.03
H  1.14739  -3.91242  -1.70266  0.02
H  0.50643  -2.95706  -3.04623  0.01
H  -3.16747  -3.54559  -2.33592  0.03
H  -2.56670  -2.06855  -3.10910  0.02
H  -3.61135  -1.94758  -1.68172  0.02
H  -2.15903  -4.94413  -0.43681  0.08
H  -2.53490  -3.88378  0.92354  0.07
H  -0.13320  -6.23131  -0.56603  0.13
H  1.72141  -7.30645  0.61633  0.13
H  2.30256  -6.66062  2.93640  0.13
H  0.99915  -4.89458  4.07113  0.13
H  -0.90905  -3.56402  4.18581  0.09
H  -2.06859  -3.33562  2.81177  0.07
H  -0.38378  -1.43331  5.42455  0.03
H  -1.73498  -0.54799  4.66684  0.03
H  -0.14220  0.21331  4.81956  0.02
H  1.96912  -2.44288  4.24989  0.03
H  2.55364  -1.15886  3.17933  0.01
H  2.30496  -2.78682  2.53314  0.02
C  2.39417  2.77757  2.69818  -0.15
C  1.66425  1.47734  2.34565  -0.39
Ge  0.08970  1.82712  1.20641  0.80
C  -1.56557  2.02441  2.24848  -0.37
C  -1.52337  3.28324  3.11996  -0.15
C  0.41544  3.39834  0.13856  -0.23
C  0.32976  3.23657  -1.18838  -0.33
Ge  -0.07864  1.38171  -1.60134  0.90
C  1.34394  0.30214  -2.43338  -0.35
C  1.80923  0.71746  -3.83196  -0.15
C  -1.88049  1.07688  -2.32168  -0.35
C  -2.18643  1.78318  -3.64679  -0.15
C  0.49398  4.29965  -2.20575  -0.23
C  0.70459  5.63238  -1.83964  -0.02
C  0.86175  6.61137  -2.80274  -0.06
C  0.80574  6.28137  -4.15309  -0.06
C  0.58635  4.96756  -4.53054  -0.06
C  0.43056  3.98769  -3.55953  -0.07
H  3.27322  2.58479  3.31350  0.08
H  1.75147  3.46686  3.24796  0.07
H  2.73175  3.29027  1.79716  0.07
H  1.34081  0.98497  3.26904  0.02
H  2.34860  0.79394  1.83790  0.05
H  -1.73193  1.14416  2.87514  0.02
H  -2.40613  2.06518  1.55196  0.07
H  -0.74066  3.22104  3.87912  0.07
H  -2.46892  3.43648  3.64029  0.08
H  -1.33318  4.17661  2.52345  0.07
H  0.63865  4.36335  0.58574  0.07
H  0.98224  -0.73080  -2.46351  0.01
H  2.19177  0.31013  -1.74342  0.07
H  0.98864  0.72396  -4.55168  0.07
H  2.56149  0.02116  -4.20351  0.08
H  2.25863  1.70947  -3.82747  0.07
H  -2.58966  1.40199  -1.55570  0.07
H  -2.01823  0.00021  -2.43365  0.00
H  -2.11091  2.86584  -3.54869  0.07
H  -3.19940  1.55364  -3.97873  0.08
H  -1.50495  1.47277  -4.44070  0.07
H  0.74367  5.91697  -0.79704  0.11
H  1.02574  7.63784  -2.50394  0.11
H  0.92806  7.05044  -4.90367  0.11
H  0.53434  4.70306  -5.57824  0.11
H  0.25289  2.96905  -3.88656  0.07

Cartesian forces, eV/Å:
-0.080 -0.439 0.321
-0.003 -0.037 -0.093
0.020 0.273 -0.040
-0.029 -0.086 -0.095
-0.035 -0.059 -0.045
-0.028 0.027 0.013
-0.016 -0.004 -0.025
0.026 -0.034 -0.011
-0.029 0.036 0.019
-0.022 0.019 0.005
0.043 -0.036 0.034
0.054 0.095 0.026
0.067 0.002 -0.177
0.017 0.047 0.103
0.066 -0.015 0.057
0.017 -0.008 0.000
-0.010 0.004 0.027
0.005 -0.024 -0.007
-0.014 0.005 -0.003
-0.019 -0.012 -0.009
0.009 -0.003 0.022
0.019 -0.006 0.005
-0.006 -0.001 0.009
-0.006 0.014 0.001
-0.009 0.001 -0.008
-0.002 0.015 0.021
0.021 -0.024 0.000
-0.037 -0.022 -0.002
-0.012 -0.035 -0.018
0.004 -0.007 -0.009
-0.008 -0.023 -0.018
-0.022 0.023 0.018
-0.005 -0.008 -0.006
0.004 0.008 0.016
-0.025 0.001 -0.020
0.016 0.058 -0.026
0.078 0.002 0.095
0.026 0.199 -0.079
-0.109 -0.018 0.101
0.046 0.039 0.011
-0.009 0.063 0.010
0.062 0.226 0.006
-0.025 -0.137 -0.142
0.113 -0.097 -0.034
-0.038 0.079 -0.028
-0.132 0.025 -0.063
0.011 0.046 -0.011
-0.039 -0.114 0.123
0.016 0.008 -0.024
-0.007 -0.027 -0.044
-0.002 0.030 0.029
-0.003 -0.020 0.013
0.036 0.056 -0.165
-0.016 -0.026 0.012
-0.009 -0.010 -0.008
0.003 -0.007 0.001
0.002 -0.018 0.021
-0.015 0.000 -0.035
0.003 -0.012 -0.022
0.032 0.038 -0.026
0.005 -0.002 -0.011
-0.009 -0.023 -0.006
-0.010 -0.007 -0.007
-0.008 0.008 0.014
-0.002 0.025 0.025
-0.009 0.004 0.004
-0.002 0.004 0.008
0.001 -0.015 0.015
-0.011 0.013 0.012
0.018 -0.001 0.004
0.011 -0.003 -0.003
-0.012 -0.026 0.000
-0.005 -0.022 0.022
-0.005 -0.004 -0.001
0.005 -0.017 0.015
-0.001 0.000 0.003
0.001 -0.004 -0.004
0.002 0.000 -0.001
0.038 -0.004 0.084

Results
**HOMO (spin up / spin down)**: -12.824 / -12.822 eV
**Max |F|**: 0.550 eV Å⁻¹
**Total charge**: +2
**Spin multiplicity**: 2
**Molecular weight**: 834.962 g mol⁻¹

# 2
This record from the OMol25 dataset describes a molecular structure, C28H46F6OP2Pb at a distorted geometry. The level of theory is ωB97M-V/def2-TZVPD.

Last column: Löwdin charge in e.
Geometry (Å):
Pb  2.68433  0.26573  0.55911  1.56
C  2.16331  -3.17193  2.03729  -0.16
C  1.28482  -3.73495  1.07695  -0.17
C  3.09011  -2.84778  -0.03479  -0.28
C  3.29589  -2.67049  1.35604  -0.28
C  1.84381  -3.50543  -0.20873  -0.18
C  2.02217  -3.19217  3.50392  0.01
H  0.98702  -3.42412  3.79003  0.09
H  2.28472  -2.21882  3.93534  0.06
H  2.68848  -3.94712  3.96381  0.12
C  4.57434  -2.28166  1.99156  -0.04
H  4.41059  -1.64066  2.86431  0.04
H  5.24890  -1.76911  1.28967  0.09
H  5.10514  -3.18627  2.36567  0.13
C  4.12615  -2.62239  -1.07302  -0.05
H  4.80836  -3.49687  -1.12867  0.12
H  4.75779  -1.74605  -0.84930  0.06
H  3.68715  -2.48922  -2.07376  0.08
C  1.31174  -3.97163  -1.50187  -0.01
H  1.67355  -4.98750  -1.74037  0.12
H  1.62679  -3.31797  -2.32862  0.08
H  0.21456  -4.00772  -1.50635  0.07
C  0.07374  -4.51998  1.38285  -0.02
H  0.15083  -5.56980  1.04208  0.11
H  -0.81489  -4.08485  0.89967  0.05
H  -0.10223  -4.54500  2.46811  0.08
C  -1.30551  0.20198  2.03443  -0.10
C  -1.71108  -0.90311  2.66015  -0.08
C  -2.55225  -2.00042  2.10545  -0.17
C  -2.89257  -1.96477  0.59660  -0.18
C  -1.73597  -2.04901  -0.34764  -0.10
C  -0.95679  -1.06960  -0.83346  -0.11
C  -0.97089  0.38572  -0.48702  -0.22
C  -1.81785  0.76701  0.74327  -0.21
H  -3.52095  -2.01833  2.63183  0.13
H  -3.57410  -1.13750  0.35306  0.11
H  -2.03367  -2.94670  2.33310  0.10
H  -2.87612  0.51062  0.57932  0.09
H  -0.47145  0.77655  2.46876  0.09
H  -1.42397  -1.03226  3.71273  0.12
H  -1.77068  1.86874  0.85863  0.11
H  0.05001  0.79280  -0.34910  0.03
H  -0.25604  -1.29986  -1.64870  0.10
H  -1.36885  0.93780  -1.36227  0.07
H  -3.47758  -2.88670  0.42534  0.12
H  -1.59933  -3.04639  -0.77703  0.09
P  -2.58192  3.21656  -2.51338  0.92
P  -1.99789  2.93315  -5.44450  0.94
C  -3.66676  4.28366  -3.62348  -0.40
C  -3.00444  4.45840  -4.98888  -0.42
H  -3.80787  5.25404  -3.12715  0.09
H  -4.64855  3.79328  -3.71490  0.09
H  -3.75021  4.64245  -5.77654  0.10
H  -2.29848  5.30425  -4.97552  0.09
C  -1.42616  3.58803  -7.06742  -0.26
H  -0.94387  2.77017  -7.61422  0.05
H  -0.69417  4.38372  -6.88461  0.05
H  -2.25838  3.98429  -7.66321  0.07
C  -3.41225  1.90743  -6.06468  -0.26
H  -4.08958  2.50414  -6.69330  0.07
H  -3.96578  1.47517  -5.22069  0.04
H  -2.97869  1.09876  -6.66807  0.05
C  -2.03681  4.51421  -1.33479  -0.25
H  -1.52413  4.03350  -0.48988  0.04
H  -2.89471  5.09857  -0.97366  0.07
H  -1.32727  5.18138  -1.84474  0.06
C  -3.95020  2.43934  -1.56656  -0.24
H  -4.56804  1.84106  -2.25032  0.06
H  -4.57882  3.20108  -1.08562  0.08
H  -3.53371  1.77351  -0.80086  0.01
C  3.35575  2.39863  3.79381  0.01
C  3.01311  0.93048  3.88551  -0.43
O  2.74341  0.26671  2.69014  -0.44
C  4.20754  0.21970  4.61601  -0.48
F  4.57354  0.85178  5.76580  0.15
F  3.98548  -1.08712  4.95405  0.13
F  5.31217  0.23255  3.79831  0.12
C  1.70887  0.77117  4.73979  -0.48
F  1.87573  1.05240  6.06136  0.16
F  0.75424  1.64426  4.27293  0.11
F  1.15222  -0.46921  4.66840  0.13
H  4.31399  2.54846  3.27964  0.11
H  3.44288  2.80479  4.81347  0.12
H  2.56824  2.95245  3.26936  0.10

Cartesian forces, eV/Å:
0.144 -1.212 1.461
-1.535 -1.206 -0.114
0.932 0.362 -0.203
1.136 1.409 1.168
1.012 1.337 -1.936
-1.192 -0.754 1.057
-0.275 -0.002 0.462
0.387 0.032 0.042
-0.027 -0.402 -0.158
-0.224 0.251 -0.196
0.532 -0.143 0.498
0.097 -0.319 -0.398
-0.093 -0.168 0.236
-0.213 0.462 -0.251
0.436 -0.154 -0.553
-0.279 0.424 -0.045
-0.126 -0.326 -0.130
0.197 -0.022 0.309
-0.311 -0.072 -0.595
-0.092 0.281 0.093
-0.056 -0.216 0.192
0.285 -0.083 0.064
-0.804 -0.395 0.092
0.043 0.454 0.113
0.246 -0.275 0.215
-0.053 -0.047 -0.401
0.645 -0.019 0.227
0.229 0.328 0.231
-0.714 0.101 -0.112
-0.570 -0.695 0.408
0.481 0.464 -0.880
0.124 -0.481 -0.111
-0.811 0.438 0.109
0.146 0.375 -0.263
0.315 -0.203 0.043
0.274 -0.382 0.127
-0.303 0.283 -0.007
0.617 0.198 0.130
-0.736 -0.047 0.208
0.359 -0.158 -0.552
-0.142 -0.404 -0.120
-0.096 -0.167 -0.046
-0.175 -0.239 0.387
0.274 -0.115 0.141
0.073 0.439 0.036
0.113 0.382 0.054
-2.066 1.519 0.069
-2.562 1.674 -1.218
0.368 -0.280 -0.399
0.545 0.020 0.563
-0.039 -0.320 -0.063
0.375 0.105 0.043
0.370 -0.105 0.092
-0.255 -0.193 -0.019
1.142 -0.452 0.184
-0.003 0.298 -0.074
-0.103 -0.185 -0.195
0.016 -0.185 0.377
0.560 -0.718 0.482
0.367 -0.020 0.254
0.070 0.010 -0.315
-0.321 0.052 0.171
0.963 -0.304 0.019
-0.120 0.285 -0.138
0.157 -0.323 -0.162
-0.177 -0.125 0.238
0.370 -0.894 0.070
0.163 0.128 0.209
0.277 -0.041 -0.202
-0.302 0.217 -0.169
0.115 0.607 0.036
-0.395 -0.784 0.582
0.315 0.233 -0.814
1.220 -0.343 0.831
-0.527 -0.490 -1.236
-0.081 1.307 -0.450
-1.086 0.050 0.571
-1.119 0.140 0.964
0.076 -0.215 -1.372
0.844 -0.712 0.257
0.640 1.079 -0.048
-0.225 -0.119 0.137
0.001 -0.017 -0.420
0.158 -0.212 0.111

Results
**HOMO (spin up / spin down)**: -12.388 / -12.553 eV
**Max |F|**: 3.294 eV Å⁻¹
**ΔE to the lowest compared entry with this formula, charge and spin**: 1.6 kJ/mol
**Total charge**: +2
**Spin multiplicity**: 1
**Molecular weight**: 781.811 g mol⁻¹

# 3
This record from the OMol25 dataset describes 13 unconnected molecules or ions with the total composition C28H46N14P at a distorted geometry. The level of theory is ωB97M-V/def2-TZVPD.

Last column: Löwdin charge in e.
Geometry (Å):
N  1.12596  -2.26594  -3.71763  0.12
C  1.48291  -3.01049  -2.78925  -0.37
C  2.93787  -3.24817  -2.53123  -0.28
P  3.48082  -1.83945  -1.50623  1.08
C  5.09360  -1.20924  -2.06130  -0.30
C  4.84048  -0.54521  -3.39709  -0.32
N  4.23375  0.54236  -3.38864  0.12
H  0.10818  -2.20758  -3.72821  0.01
H  0.73914  -3.46811  -2.16724  0.07
H  3.11529  -4.17470  -2.00492  0.10
H  3.45629  -3.21307  -3.47689  0.09
H  2.56982  -0.79633  -1.69299  0.05
H  3.47747  -2.18894  -0.15093  0.04
H  5.83281  -1.99675  -2.09414  0.10
H  5.35048  -0.41572  -1.36959  0.04
H  5.19652  -1.00816  -4.30944  0.12
H  4.13321  0.87252  -4.34920  0.08
C  7.28771  2.60254  -0.17953  -0.05
C  6.23050  1.72647  0.29617  -0.27
N  5.40438  1.02604  0.67995  0.13
H  8.12843  2.02943  -0.56813  0.09
H  6.92939  3.25255  -0.97616  0.09
H  7.66611  3.23808  0.61929  0.05
C  -0.55618  -0.81305  0.51516  -0.07
C  0.07293  -2.09617  0.24753  -0.25
N  0.57191  -3.10958  0.02997  0.14
H  -1.26565  -0.54917  -0.26452  0.05
H  -1.10075  -0.82541  1.45894  0.06
H  0.18352  -0.01377  0.57113  0.08
C  -5.04672  -0.78899  -1.25877  -0.07
C  -4.08604  -0.02832  -0.48441  -0.26
N  -3.32603  0.56023  0.14590  0.14
H  -4.69163  -0.96425  -2.27531  0.09
H  -5.23844  -1.75950  -0.80595  0.05
H  -5.99847  -0.26619  -1.32943  0.04
C  7.55205  -0.19799  3.05808  -0.09
C  8.43906  0.57163  3.91655  -0.28
N  9.13998  1.18768  4.58373  0.13
H  7.98560  -0.33470  2.06844  0.07
H  7.35665  -1.18565  3.47377  0.08
H  6.59584  0.30603  2.93318  0.05
C  -0.37162  -4.88435  -6.60806  -0.06
C  -0.92374  -3.83299  -5.76992  -0.26
N  -1.36140  -3.00467  -5.10776  0.13
H  -1.13856  -5.31006  -7.25288  0.09
H  0.42402  -4.49758  -7.24280  0.09
H  0.04110  -5.68923  -6.00179  0.08
C  -4.44057  -2.71907  2.76715  -0.08
C  -5.60204  -2.59787  1.89873  -0.27
N  -6.51863  -2.50189  1.21332  0.14
H  -3.82099  -3.56624  2.47667  0.08
H  -3.82271  -1.82163  2.72516  0.07
H  -4.73419  -2.86844  3.80342  0.05
C  8.58085  5.79738  3.27357  -0.06
C  8.94103  5.50623  1.89433  -0.27
N  9.23090  5.27074  0.80856  0.13
H  9.46957  5.96412  3.87964  0.09
H  7.96055  6.69022  3.33351  0.09
H  8.02629  4.97062  3.71508  0.08
C  -5.42039  3.11250  -2.29948  -0.06
C  -6.42825  2.26149  -1.68901  -0.27
N  -7.22105  1.58578  -1.20749  0.15
H  -4.60760  2.52113  -2.72052  0.08
H  -5.84163  3.71499  -3.10255  0.06
H  -4.98778  3.79738  -1.57230  0.09
C  1.05878  0.84339  3.76686  -0.07
C  -0.34665  0.53185  3.97841  -0.27
N  -1.45506  0.27828  4.13188  0.15
H  1.57253  0.01604  3.27845  0.08
H  1.17233  1.72834  3.14197  0.09
H  1.56108  1.03576  4.71336  0.09
C  -8.11880  5.42209  -5.30729  -0.07
C  -7.18618  6.04520  -4.37992  -0.29
N  -6.45225  6.53869  -3.64874  0.13
H  -7.83295  4.39230  -5.51683  0.08
H  -9.12721  5.41290  -4.89699  0.09
H  -8.14599  5.96146  -6.25259  0.08
C  -4.09019  2.75923  4.03842  -0.09
C  -4.75179  3.75534  4.86721  -0.29
N  -5.27132  4.54287  5.51997  0.12
H  -4.80037  2.25906  3.38150  0.08
H  -3.32472  3.21546  3.41269  0.08
H  -3.60819  1.99567  4.64703  0.06
C  -5.56640  -6.69842  4.55199  -0.07
C  -4.70540  -5.61133  4.99168  -0.27
N  -4.03177  -4.75053  5.34186  0.14
H  -5.11572  -7.66486  4.77159  0.08
H  -6.53177  -6.65644  5.05348  0.09
H  -5.74389  -6.64584  3.47877  0.08

Cartesian forces, eV/Å:
0.013 1.175 -0.854
-0.642 -0.869 0.159
-0.185 0.563 0.638
0.408 -0.242 -0.315
-0.720 0.028 0.001
0.566 -0.645 0.068
-0.597 0.892 -0.410
0.017 0.091 -0.401
0.098 -0.563 0.537
0.182 -0.233 0.134
0.341 0.034 -0.234
0.101 -0.064 0.116
0.030 0.056 -0.096
0.170 -0.194 0.110
0.270 0.022 0.366
0.174 -0.350 -0.092
-0.149 0.278 0.147
0.254 0.247 -0.117
-0.001 0.007 -0.004
-0.043 -0.113 -0.147
-0.056 -0.107 0.044
-0.117 -0.032 0.030
-0.055 -0.025 0.049
-0.090 0.253 0.096
0.033 -0.011 0.103
0.153 0.230 0.162
-0.016 -0.096 -0.035
-0.005 -0.114 -0.001
0.104 -0.103 -0.021
-0.296 -0.424 -0.476
-0.066 -0.013 0.100
-0.020 0.036 -0.080
0.185 0.119 0.050
0.067 0.058 0.162
0.080 0.032 0.189
-0.255 -0.232 -0.158
0.043 -0.001 -0.007
-0.035 0.045 -0.019
0.111 0.071 0.041
0.108 0.036 0.124
0.035 0.082 0.055
0.143 -0.258 -0.237
-0.103 0.011 -0.021
-0.040 -0.075 0.006
-0.082 0.076 0.051
-0.026 0.116 0.044
-0.047 0.056 0.099
0.307 0.082 0.177
-0.024 0.024 0.021
0.090 -0.052 0.007
-0.092 -0.046 -0.055
-0.112 0.073 -0.081
-0.094 -0.011 -0.024
-0.088 0.111 0.342
0.060 -0.003 -0.009
-0.119 -0.077 0.033
0.071 -0.032 -0.099
0.014 0.014 -0.125
0.035 -0.068 -0.094
0.325 0.261 -0.201
-0.053 0.148 0.008
-0.031 0.080 -0.044
-0.069 -0.134 0.065
-0.132 -0.017 0.059
-0.105 -0.044 0.104
0.340 0.114 -0.026
-0.021 -0.025 -0.015
-0.003 -0.017 -0.073
-0.101 -0.069 0.023
-0.122 0.016 0.010
-0.096 -0.021 0.055
-0.246 -0.133 -0.222
-0.019 0.030 -0.008
0.042 -0.096 0.009
0.085 0.015 0.069
0.044 0.053 0.101
0.083 0.077 0.045
0.161 -0.296 -0.187
-0.014 0.021 -0.004
0.016 -0.003 -0.001
-0.093 0.078 0.041
-0.032 0.108 0.043
-0.030 0.053 0.085
-0.211 -0.279 -0.106
0.007 0.007 0.068
-0.007 -0.051 -0.054
0.094 0.059 0.051
0.039 0.103 0.060
0.061 0.100 0.000

Results
**HOMO**: -12.508 eV
**Max |F|**: 1.452 eV Å⁻¹
**Total charge**: +1
**Spin multiplicity**: 1
**Molecular weight**: 609.748 g mol⁻¹